No. 1
Here is C11H28InO8S2 as an isolated structure in a non-equilibrium geometry from the OMol25 dataset. Energies are from ωB97M-V/def2-TZVPD.

```
50
Properties=species:S:1:pos:R:3:forces:R:3
C -1.388928 1.260073 -4.171691 0.27 0.82 0.87
C -0.066148 1.608894 -5.074536 -1.00 -0.43 -0.17
C 0.412048 0.425327 -6.100755 5.05 0.68 -4.09
O 1.360743 0.755890 -7.019750 -6.21 -2.00 5.45
O -0.034162 -0.974987 -6.107565 1.14 3.45 0.90
C 0.269236 -1.672870 -4.850366 0.67 -1.74 1.17
C 1.802878 -1.498770 -4.301893 0.03 -1.10 -0.52
In 1.655304 -0.430198 -2.293045 0.48 -0.23 0.48
H -2.142818 0.528970 -4.689568 1.52 1.44 0.96
H -1.051840 0.853495 -3.105934 -0.78 0.56 -2.44
H -1.916806 2.305690 -3.941220 0.93 -2.31 -0.61
H -0.344200 2.550252 -5.750564 0.97 -2.19 1.30
H 0.816619 1.864046 -4.342144 -1.54 -0.58 -1.66
H -0.498711 -1.379761 -4.017513 1.33 -0.42 -1.62
H 0.127401 -2.836865 -5.074239 -0.06 2.61 0.17
H 2.555857 -1.018558 -5.057424 -1.71 -0.85 1.13
H 2.231202 -2.588265 -4.067316 -0.95 2.26 -0.59
H 2.105410 1.318017 -2.382844 -0.19 -0.22 -0.12
H -0.069247 -0.638763 -1.714212 0.34 0.06 -0.23
H 2.759468 -1.236280 -1.075976 -0.28 0.20 -0.43
O 1.881866 -1.831137 2.184208 0.83 1.01 0.53
S 2.466500 -0.664007 2.810676 -0.17 0.04 -0.48
O 3.028694 0.422708 2.038619 -0.43 -1.13 0.64
O 3.566125 -1.147796 3.911618 -0.93 0.41 -0.04
C 4.592714 -2.040550 3.502968 0.81 -0.48 -0.38
C 5.698272 -1.310343 2.764854 0.02 0.22 -0.36
C 1.289572 0.009561 3.957070 0.09 -0.02 0.18
H 4.183476 -2.856186 2.897270 -0.12 0.18 0.03
H 5.005705 -2.489662 4.412226 -0.32 0.17 0.05
H 5.344630 -0.935013 1.799873 0.03 -0.08 0.12
H 6.544764 -1.977757 2.579110 -0.09 0.01 0.07
H 6.045359 -0.446286 3.340105 -0.03 -0.17 0.02
H 0.916506 -0.794521 4.593855 0.09 0.09 -0.13
H 0.468732 0.443927 3.382937 0.15 -0.12 -0.11
H 1.778231 0.782974 4.552319 0.00 -0.12 -0.11
O -1.965798 1.093365 2.450801 -1.10 0.12 0.76
S -3.209956 1.610837 2.980652 -0.17 0.00 -0.53
O -3.693017 1.253398 4.296696 0.57 0.03 -0.90
O -4.398247 1.347157 1.897258 0.85 0.96 0.77
C -4.594380 0.028019 1.408081 -0.21 -1.18 -0.31
C -5.356609 -0.823313 2.405333 0.04 -0.10 0.38
C -3.184317 3.381668 2.851918 -0.15 0.03 -0.14
H -3.639076 -0.435685 1.139792 -0.02 0.20 0.07
H -5.181592 0.112940 0.487761 0.19 0.32 0.15
H -4.755219 -1.013939 3.299264 -0.07 0.00 -0.13
H -5.623727 -1.788183 1.964690 0.04 0.14 -0.03
H -6.269657 -0.315942 2.732285 0.08 -0.06 -0.13
H -2.892570 3.658014 1.837158 -0.04 -0.13 0.14
H -2.453586 3.762253 3.568343 -0.06 -0.22 -0.05
H -4.176701 3.768164 3.090817 0.12 -0.12 -0.02
```
Forces are in eV/Å.

Values from the calculation:
* 2S+1: 1
* gap between HOMO and LUMO: 6.567 eV
* total energy: -55079.94475 eV
* net charge: -1
* LUMO: 2.04 eV

No. 2
Here is a 4-piece molecular cluster, C11H28O7S overall in a non-equilibrium geometry from the OMol25 dataset. Energies are from ωB97M-V/def2-TZVPD.

```
47
Properties=species:S:1:pos:R:3:forces:R:3
C 4.526384 -1.340611 0.448867 -0.17 0.27 -0.83
C 4.486426 -0.753113 -1.011209 0.21 0.32 0.71
C 3.998759 0.737526 -0.999468 -0.47 -0.97 -0.87
C 2.453087 0.810824 -0.702988 2.35 0.18 0.32
O 1.819891 1.029190 -1.957925 -0.90 -0.22 0.83
C 0.432377 0.707805 -1.910562 -0.42 0.31 -0.40
C -0.362630 1.457194 -0.785738 -0.30 -0.23 0.43
C -0.967219 0.559734 0.342187 -0.77 1.90 0.32
O -0.073100 -0.478835 0.809870 -0.61 -0.94 -2.47
S -0.135929 -1.649914 -0.351088 -0.01 -5.28 2.33
O 0.877060 -2.670187 0.031255 -1.09 3.04 -1.04
O -1.475466 -2.306705 -0.367420 1.92 2.67 -0.55
C 0.276595 -0.855018 -1.941519 0.25 0.25 0.16
H 4.610662 -0.498750 1.167304 0.13 -0.64 -0.24
H 3.578637 -1.876531 0.639226 0.53 0.15 0.16
H 5.384462 -2.032593 0.546818 -0.56 0.33 0.19
H 5.492479 -0.808533 -1.472036 -0.46 0.10 0.26
H 3.828251 -1.392132 -1.639769 0.26 0.53 0.26
H 4.158865 1.118999 -2.032016 -0.17 0.15 0.72
H 4.586738 1.351981 -0.291916 -0.28 -0.41 -0.30
H 2.303237 1.635142 0.025067 -0.42 -0.36 -0.50
H 2.185844 -0.147087 -0.214310 -0.25 0.49 -0.36
H 0.027691 1.077258 -2.875127 0.37 -0.29 0.47
H -1.216148 1.987554 -1.258784 0.44 -0.35 0.30
H 0.230629 2.249095 -0.286525 -0.01 -0.55 -0.60
H -1.950045 0.159293 0.013952 0.70 -0.19 0.30
H -1.165867 1.217232 1.223957 0.16 -0.63 -0.68
H 1.266183 -1.265572 -2.234920 -0.60 0.11 0.42
H -0.453571 -1.232062 -2.681551 0.10 0.33 0.62
C -1.458560 3.558300 3.668079 -0.07 0.19 -0.23
O -1.645136 3.391919 2.264440 0.37 -0.16 0.18
H -0.925383 2.689968 4.051350 -0.01 0.01 -0.09
H -0.869837 4.456849 3.866466 -0.01 -0.05 0.18
H -2.427083 3.636969 4.171016 0.08 0.04 0.16
H -2.115957 4.165896 1.945685 -0.17 -0.07 -0.13
C -5.386436 1.883509 1.894021 0.23 0.02 0.20
O -4.408630 2.866748 2.218089 -0.39 0.09 -0.14
H -6.105681 2.325366 1.207409 0.07 0.05 0.03
H -4.911461 1.024495 1.412347 -0.16 -0.07 -0.02
H -5.907652 1.557021 2.797580 -0.11 -0.10 -0.11
H -3.783096 2.461691 2.821291 0.20 -0.01 -0.08
C -1.267942 -5.364019 -2.303803 -0.13 0.32 0.24
O -2.253846 -5.003931 -1.349924 -0.11 -0.20 -0.20
H -1.293532 -6.444294 -2.436252 -0.03 0.03 0.03
H -1.475763 -4.880834 -3.264171 0.15 -0.11 -0.11
H -0.275514 -5.069689 -1.948450 0.09 -0.07 -0.14
H -2.212774 -4.047149 -1.248805 0.06 0.01 0.27
```
Forces are in eV/Å.

Values from the calculation:
* 2S+1: 1
* gap between HOMO and LUMO: 10.001 eV
* energy above the lowest of the compared OMol25 structures with the same formula, charge and spin: 0.000 eV
* total energy: -37025.56773 eV
* LUMO: 0.40 eV

No. 3
Here is a 4-piece molecular cluster, C11H29FO10PS3 overall in a non-equilibrium geometry from the OMol25 dataset. Energies are from ωB97M-V/def2-TZVPD.

```
55
Properties=species:S:1:pos:R:3:forces:R:3
O -3.647966 -3.500690 0.446926 -0.45 0.21 -0.61
C -4.265653 -3.352872 -0.560079 1.74 -0.63 1.34
F -5.563486 -3.262969 -0.585676 -0.91 0.10 -0.28
C -3.608901 -3.236940 -1.916579 -0.71 0.72 -0.16
P -2.696044 -1.654152 -1.958386 0.39 0.00 0.42
H -4.376271 -3.287741 -2.677444 0.00 0.18 -0.42
H -2.893683 -4.024724 -2.084287 0.24 -0.36 0.18
H -3.151093 -0.779913 -2.948475 0.04 -0.10 -0.03
H -1.336925 -1.923705 -2.123826 -0.06 0.15 -0.15
H -2.789701 -0.995681 -0.729743 -0.06 -0.03 -0.07
O -0.349008 -0.043601 -0.494859 -0.28 -0.48 -0.20
S 0.937847 0.612649 -0.551470 0.40 0.99 0.14
O 2.132398 -0.162302 -0.492481 -0.18 -0.44 -0.07
O 0.971773 1.736942 0.553305 -0.17 -0.10 -0.23
C 0.653236 1.381246 1.924437 0.02 -0.18 0.79
C 1.802267 0.689656 2.628929 0.07 -0.11 -0.34
C 0.987949 1.668891 -1.954988 -0.16 0.05 0.00
H -0.254328 0.776214 1.947793 0.01 -0.01 -0.20
H 0.425877 2.322738 2.418719 0.01 0.14 -0.25
H 1.997979 -0.294133 2.207059 0.00 -0.03 0.04
H 1.576544 0.561673 3.686516 -0.05 0.04 0.01
H 2.716726 1.273116 2.530592 -0.01 0.05 0.07
H 0.084356 2.271904 -1.974099 0.00 0.02 -0.04
H 1.038477 1.038549 -2.840022 0.02 -0.05 0.02
H 1.874671 2.292642 -1.889948 0.04 -0.03 0.05
O -3.952356 2.500941 -4.360684 0.01 -0.11 0.37
S -2.603507 2.711526 -4.792021 0.12 0.21 -0.84
O -1.542015 2.796323 -3.833554 -0.08 -0.19 0.31
O -2.549659 3.961245 -5.753383 0.01 -0.19 0.07
C -3.118996 5.211686 -5.288095 -0.18 0.67 0.27
C -2.210460 5.932519 -4.313144 0.14 -0.27 0.10
C -2.183444 1.496118 -5.998018 0.01 0.04 -0.06
H -4.104904 5.031270 -4.858805 0.04 -0.19 -0.01
H -3.259320 5.813329 -6.182421 0.07 -0.21 -0.16
H -2.122569 5.387342 -3.374053 -0.04 0.02 0.01
H -2.608487 6.922455 -4.094779 -0.05 0.01 -0.07
H -1.208230 6.036787 -4.727461 -0.02 0.07 -0.05
H -2.971461 1.456500 -6.744337 -0.01 0.02 0.00
H -2.098831 0.540715 -5.485243 0.00 0.01 0.04
H -1.231621 1.763725 -6.448344 0.01 0.01 0.01
O 3.316384 -1.922470 3.963466 -0.07 0.23 0.03
S 2.825458 -2.936630 4.846636 0.22 -0.57 0.03
O 1.934243 -2.598221 5.910580 -0.11 0.24 -0.03
O 4.057301 -3.750448 5.428982 -0.12 -0.03 -0.13
C 5.125103 -3.005632 6.056031 0.43 0.33 0.39
C 4.767076 -2.551199 7.457070 -0.27 0.04 -0.05
C 2.124037 -4.249926 3.906806 0.03 -0.05 -0.05
H 5.410041 -2.163810 5.423567 -0.14 -0.03 -0.10
H 5.971716 -3.687530 6.090400 -0.12 -0.17 -0.13
H 3.976226 -1.802534 7.441282 0.02 0.02 -0.01
H 5.639291 -2.114810 7.943054 0.06 -0.04 -0.04
H 4.411429 -3.390697 8.053378 0.07 -0.03 0.02
H 2.820502 -4.530279 3.121865 0.02 0.01 0.01
H 1.195959 -3.879081 3.478431 -0.01 0.06 0.03
H 1.924052 -5.086009 4.570882 0.00 0.01 0.03
```
Forces are in eV/Å.

Values from the calculation:
* 2S+1: 1
* gap between HOMO and LUMO: 8.840 eV
* total energy: -76855.62081 eV
* net charge: +1
* LUMO: -3.52 eV

No. 4
Here is C11H29I2OP2RuSi as an isolated structure in a non-equilibrium geometry from the OMol25 dataset. Energies are from ωB97M-V/def2-TZVPD.

```
47
Properties=species:S:1:pos:R:3:forces:R:3
I 0.087973 -0.507243 -3.952566 0.39 0.30 -0.17
I 0.443493 2.508357 -2.721212 -0.44 0.11 -0.30
Ru 0.156014 -0.286135 -1.204307 0.08 3.03 2.46
P -2.049749 0.303015 -1.032949 -2.32 0.80 -1.00
C -2.735403 0.272779 -2.734438 -0.08 -0.45 0.10
C -2.898867 -1.129095 -0.318397 0.37 -0.32 0.36
H -3.964126 -0.878069 -0.241590 0.15 -0.13 -0.06
H -3.887148 1.640426 -0.257926 0.41 0.13 -0.09
H -2.504568 -1.367211 0.670991 -0.19 -0.02 -0.10
H -2.428697 1.909090 0.757484 -0.19 0.03 -0.29
H -2.294704 -0.620318 -3.223092 -0.70 0.51 0.33
H -2.738298 -1.993538 -0.973899 -0.23 0.17 0.11
C -2.794213 1.788853 -0.270841 0.54 -0.18 0.01
H -3.826038 0.159328 -2.717358 0.16 0.33 -0.06
H -2.513213 2.664015 -0.877522 -0.22 -0.25 0.27
H -2.398985 1.173705 -3.250752 -0.30 -0.05 -0.10
P 2.382794 0.064844 -1.087888 2.12 1.50 0.18
C 3.164402 -0.212248 -2.699267 0.09 0.06 -0.09
C 2.937058 1.699569 -0.462632 0.30 -0.07 -0.26
H 2.569636 -1.298091 0.921821 0.21 0.05 -0.12
H 4.149978 -0.774215 0.280220 -0.07 -0.01 -0.06
H 3.259788 -2.090981 -0.520094 -0.03 0.02 0.12
C 3.155109 -1.142496 0.013283 -0.17 -0.35 0.15
H 2.453080 2.002439 0.463142 0.17 -0.20 -0.16
H 4.012692 1.644425 -0.265569 -0.06 0.16 -0.31
H 4.251504 -0.286278 -2.623851 -0.05 0.04 0.02
H 2.891052 0.628406 -3.341149 0.16 -0.05 -0.03
H 2.669721 2.466856 -1.195231 0.56 -0.21 0.10
H 2.741605 -1.131104 -3.125377 0.37 0.15 0.18
C 0.053551 -2.154816 -1.412514 -0.42 -8.15 -3.31
O 0.030102 -3.252963 -1.818867 0.11 4.07 2.02
C -2.085030 0.195935 2.960102 -0.37 -0.09 -0.27
Si -0.346121 -0.076230 2.273382 -0.36 -0.20 0.86
C 0.688572 0.361374 3.797565 0.33 0.11 -0.73
C 0.051892 -1.774722 1.591456 0.00 -0.57 0.43
C 0.303216 0.842842 0.702971 -0.69 0.58 0.81
H -2.188072 -0.287924 3.944415 0.37 0.06 -0.26
H -2.935333 -0.181075 2.392456 0.01 0.07 -0.17
H -2.276176 1.259484 3.143625 0.13 -0.04 -0.04
H 0.291441 -0.088714 4.712324 -0.10 -0.02 -0.23
H 1.733830 0.046306 3.704527 -0.06 0.09 0.03
H 0.680261 1.448660 3.937036 0.02 -0.09 0.07
H 0.280220 -1.675964 0.517879 -0.07 -0.13 0.49
H 0.987935 -2.142410 2.014332 -0.17 -0.31 0.23
H -0.731393 -2.527680 1.683290 0.16 -0.17 0.12
H -0.126029 1.854132 0.647621 0.44 -0.13 -0.33
H 1.295236 0.944670 1.199385 -0.38 -0.15 -0.90
```
Forces are in eV/Å.

Values from the calculation:
* 2S+1: 6
* gap between HOMO and LUMO (alpha / beta): 7.570 / 5.401 eV
* energy above the lowest of the compared OMol25 structures with the same formula, charge and spin: 0.437 eV
* total energy: -59145.21048 eV
* net charge: +2
* expectation value of S²: 8.78
* LUMO (alpha / beta): -7.10 / -10.47 eV

Which of these has the lowest total energy?
C11H29FO10PS3

The highest total energy belongs to which entry?
C11H28O7S